1.
{"formula": "C25H39HfO", "method": "ωB97M-V/def2-TZVPD", "spin_multiplicity": 1, "gap_ev": [6.83, 6.83], "total_charge": 1, "e_homo_ev": [-10.14, -10.14], "e_above_lowest_kcal_mol": 47.2, "species": ["C", "C", "C", "C", "C", "Hf", "C", "C", "H", "C", "H", "H", "C", "H", "H", "H", "C", "H", "H", "H", "C", "H", "H", "H", "C", "H", "H", "H", "C", "H", "H", "H", "C", "H", "H", "H", "C", "H", "H", "H", "C", "C", "C", "C", "H", "C", "H", "C", "H", "H", "H", "C", "C", "O", "C", "C", "H", "H", "H", "H", "H", "H", "H", "H", "H", "H"], "coordinates": [[1.2891, -1.8338, 0.8044], [1.8827, -1.2907, -0.3895], [0.9487, -1.4650, -1.4719], [-0.1641, -2.2045, -0.9673], [0.0426, -2.4304, 0.4287], [-0.0156, 0.0528, 0.0765], [-3.7696, 0.9115, -1.1660], [-3.1164, 0.6250, 0.0053], [-3.2240, 1.3621, 0.8211], [-2.1982, -0.4830, 0.2620], [-2.4586, -1.3844, -0.3208], [-2.3091, -0.7168, 1.3285], [-4.1643, 2.3545, -1.2744], [-3.8114, 2.9319, -0.4002], [-3.6769, 2.7144, -2.1928], [-5.2379, 2.4639, -1.4856], [-3.2198, 0.2903, -2.4078], [-2.1929, -0.0792, -2.2521], [-3.8660, -0.5615, -2.7352], [-3.1772, 0.9841, -3.2534], [3.3345, -1.0242, -0.5601], [3.7617, -0.5576, 0.3339], [3.8840, -1.9581, -0.7467], [3.5292, -0.3508, -1.4001], [1.2451, -1.2170, -2.9122], [1.6586, -0.2096, -3.0399], [1.9758, -1.9427, -3.3047], [0.3266, -1.2836, -3.5082], [-1.1574, -2.9321, -1.8153], [-1.3534, -2.3886, -2.7462], [-0.8055, -3.9442, -2.0795], [-2.1220, -3.0549, -1.3123], [-0.7180, -3.3984, 1.2648], [-1.7685, -3.4607, 0.9567], [-0.2790, -4.4078, 1.1908], [-0.7103, -3.1071, 2.3223], [2.0365, -2.1474, 2.0556], [1.3540, -2.2951, 2.8994], [2.6217, -3.0739, 1.9305], [2.7253, -1.3363, 2.3244], [1.2093, 1.9402, -0.9147], [0.6860, 3.1374, -1.6191], [2.5549, 1.8910, -1.3147], [0.7359, 2.9425, -3.0192], [0.1619, 4.0470, -1.2755], [2.8720, 1.9689, -2.7148], [3.3784, 1.6585, -0.6236], [1.8504, 2.3394, -3.6122], [-0.0792, 3.3064, -3.6834], [3.8618, 1.7367, -3.1015], [1.8969, 2.2130, -4.7152], [-0.0125, -0.2304, 4.5664], [-0.8092, 0.0856, 3.3292], [0.0679, 0.4109, 2.1601], [1.1851, 1.3444, 2.5346], [0.6191, 2.6509, 3.0618], [0.7981, -0.9381, 4.3891], [-0.6616, -0.7100, 5.3072], [0.3949, 0.6666, 5.0340], [-1.3912, -0.7885, 3.0359], [-1.4839, 0.9380, 3.4707], [1.8018, 0.8047, 3.2669], [1.7680, 1.4927, 1.6161], [-0.0393, 2.4689, 3.9205], [1.4634, 3.2829, 3.3629], [0.0711, 3.1895, 2.2758]], "lowdin_charge": [-0.309, -0.315, -0.316, -0.297, -0.290, 1.759, -0.326, -0.193, 0.102, -0.271, 0.049, 0.047, -0.080, 0.078, 0.073, 0.083, -0.070, 0.050, 0.101, 0.080, -0.025, 0.086, 0.109, 0.062, -0.002, 0.057, 0.111, 0.084, -0.019, 0.078, 0.112, 0.078, -0.010, 0.087, 0.112, 0.079, -0.014, 0.065, 0.114, 0.084, -0.224, -0.090, -0.186, -0.130, 0.105, -0.127, 0.097, -0.131, 0.115, 0.104, 0.117, -0.058, -0.175, -0.352, -0.206, -0.042, 0.074, 0.105, 0.083, 0.103, 0.133, 0.118, 0.089, 0.075, 0.103, 0.094]}

2.
{"formula": "CH6N3O3S", "method": "ωB97M-V/def2-TZVPD", "spin_multiplicity": 1, "gap_ev": 8.94, "total_charge": 1, "e_homo_ev": -13.73, "e_above_lowest_kcal_mol": 82.9, "species": ["C", "N", "N", "N", "O", "O", "O", "S", "H", "H", "H", "H", "H", "H"], "coordinates": [[-0.6271, 0.1980, 1.3231], [0.5847, 0.1297, 1.6790], [1.2604, 0.1145, -1.2476], [-1.8557, 0.4338, 1.7810], [-0.1244, -1.8273, -2.0035], [-0.9133, -0.2695, -0.1328], [0.9998, 1.1107, -0.3841], [-0.3012, -0.2179, -1.6275], [1.1628, -0.5539, 1.2279], [0.8624, -2.3554, -2.2956], [2.1717, -0.0980, -1.5445], [-1.8182, 0.5613, 2.7392], [-2.5715, 0.7234, 1.1035], [1.1696, 2.0505, -0.6182]], "lowdin_charge": [-0.413, 0.180, -0.254, 0.210, -0.335, -0.332, -0.155, 1.206, 0.078, 0.255, 0.133, 0.109, 0.152, 0.168]}

3.
{"formula": "C5H8S3", "method": "ωB97M-V/def2-TZVPD", "spin_multiplicity": 1, "gap_ev": 7.66, "total_charge": 0, "e_homo_ev": -8.72, "e_above_lowest_kcal_mol": 141.3, "species": ["C", "C", "C", "C", "C", "H", "H", "H", "H", "H", "H", "H", "H", "S", "S", "S"], "coordinates": [[2.0777, 0.5693, 0.2992], [0.6940, 0.4133, 1.1242], [-0.0679, -1.1456, 1.3879], [-1.3863, -0.4219, 0.7693], [-0.5442, 0.8406, 0.4869], [4.2263, -1.1403, -0.5771], [2.8028, 0.6627, 1.1588], [2.1603, 1.4723, -0.5669], [0.8362, 0.6091, 2.1846], [0.3657, -1.6762, 0.6140], [-0.0052, -1.6319, 2.4309], [-2.0433, -0.2631, 1.6146], [-3.1071, 0.1267, -0.5167], [2.2515, -0.8384, -0.7913], [-2.1955, -1.1958, -0.6792], [-0.6732, 2.0533, -0.4512]], "lowdin_charge": [-0.612, -0.349, -0.090, -0.705, -0.910, 0.101, 0.077, 0.103, 0.123, -0.026, 0.129, 0.089, 0.030, 0.561, 0.656, 0.823]}

no.,E (Eh)
1,-1098.8581
2,-829.3933
3,-1389.6403